Record 1
The following is a quantum chemistry calculation of C13H32O9SSi4Sn as an isolated structure, from OMol25.

Structure (XYZ):
```
60
C13H32O9SSi4Sn, DFT ωB97M-V/def2-TZVPD
Sn 0.98931 0.18651 0.44314
O 1.01625 3.53644 2.91402
C 1.42490 2.60950 1.99100
O 0.99316 1.37113 2.22843
C 2.93346 2.71278 1.82859
O 3.27798 2.11213 0.59076
C 2.94604 3.00172 -0.46223
C 1.51231 3.49370 -0.37570
O 1.02578 4.18353 -1.22133
O 0.79022 3.01703 0.66024
H 0.10981 3.31243 3.16415
H 3.39918 2.13619 2.62409
H 3.27332 3.75060 1.86998
H 3.05419 2.46475 -1.40512
H 3.61733 3.86559 -0.47457
O 0.44506 -0.43745 -2.02960
S 0.09502 -1.73894 -1.46488
O -0.39928 -2.72643 -2.36319
O 1.15619 -2.18152 -0.51997
O -1.09227 -1.35468 -0.41973
C 2.31535 -2.28400 2.32678
Si 0.51741 -2.10727 2.83577
C -0.04031 -3.77003 3.53836
C 0.35996 -0.96680 4.31379
Si -1.24452 -2.09646 1.18337
Si -3.07113 -0.89904 2.10923
C -3.75337 -2.00938 3.46710
C -2.63508 0.75119 2.88711
C -4.34997 -0.65793 0.76815
Si -1.75096 -4.33330 0.52272
C -0.26188 -5.20015 -0.19337
C -3.06683 -4.07632 -0.77880
C -2.49879 -5.38858 1.88276
H 2.90288 -2.39335 3.24129
H 2.75894 -1.45368 1.76890
H 2.43325 -3.16882 1.70179
H 0.56693 -3.99348 4.42016
H 0.07175 -4.59229 2.83264
H -1.08289 -3.73372 3.85866
H 1.13919 -1.26100 5.02127
H -0.60852 -1.10289 4.79834
H 0.48481 0.08919 4.07966
H -3.02878 -2.13741 4.27555
H -4.00408 -2.99743 3.08737
H -4.65798 -1.57944 3.90339
H -1.63564 0.75810 3.31948
H -3.35979 0.95480 3.67858
H -2.68416 1.56120 2.15588
H -4.65964 -1.60941 0.33619
H -3.95881 -0.04257 -0.04392
H -5.23448 -0.16331 1.17709
H 0.13230 -4.65125 -1.04774
H -0.56717 -6.19392 -0.53205
H 0.54468 -5.31746 0.52992
H -2.67794 -3.51789 -1.62980
H -3.92247 -3.53340 -0.37570
H -3.41845 -5.04768 -1.13666
H -1.79224 -5.64577 2.67290
H -2.84042 -6.32375 1.43031
H -3.36413 -4.91635 2.34302
```

## Properties
Energy (eV): -80608.2509
Frontier orbital gap (Eh): 0.290
Relative energy (zero: lowest compared OMol25 entry of this formula, charge and spin) (kcal per mole): 37.3

---

Record 2
The following is a quantum chemistry calculation of a 2-piece molecular cluster, C6H10O overall in a non-equilibrium geometry, from OMol25.

Structure (XYZ):
```
17
C6H10O, DFT ωB97M-V/def2-TZVPD
C 1.69679 0.23919 -1.15950
C 2.43432 -0.21881 -0.08023
C -0.16976 1.15431 0.28953
C 0.40674 0.71560 -0.99951
C -0.41351 -0.15060 1.24478
C -1.62807 0.51218 0.63729
H 2.22147 0.23242 -2.12308
H 3.39598 -0.68468 -0.33013
H 2.17082 -0.38544 0.97248
H 0.26088 2.00870 0.79070
H -0.30048 0.55648 -1.79105
H -2.10246 -0.67594 -0.13006
H 0.08414 -0.92214 0.68917
H -2.23500 1.14816 1.25113
H -0.46861 -0.20164 2.31821
H -3.15292 -1.74625 -0.80861
O -2.20033 -1.58154 -0.77110
```

## Properties
Energy (eV): -8417.6837
2S+1: 2
Frontier orbital gap (alpha / beta) (Eh): 0.246 / 0.274
Relative energy (zero: lowest compared OMol25 entry of this formula, charge and spin) (kcal per mole): 126.1
Net charge: +1

---

Record 3
The following is a quantum chemistry calculation of C24H34BrCoNO5Si2 as an isolated structure, from OMol25.

Structure (XYZ):
```
68
C24H34BrCoNO5Si2, DFT ωB97M-V/def2-TZVPD
Co 0.10139 0.25317 0.38332
C -1.20764 0.63194 -3.06458
Si -1.09019 1.43446 -1.33149
C -0.82760 3.28037 -1.83080
C -2.94654 1.41732 -0.77766
C -3.94411 2.10778 -1.49022
C -5.27803 2.08896 -1.09919
C -5.64687 1.36648 0.03422
C -4.67631 0.67668 0.75224
C -3.32276 0.67914 0.37442
Si -1.97890 -0.30693 1.37196
C -2.74903 -2.06406 1.41152
C -2.39710 0.24435 3.17103
H -2.00633 1.09250 -3.66373
H -1.41497 -0.44247 -2.98161
H -0.25820 0.75089 -3.60470
H -1.33023 3.51564 -2.78224
H 0.24707 3.45695 -1.96171
H -1.21214 3.98114 -1.07720
H -3.66586 2.67880 -2.37655
H -6.02738 2.62824 -1.67159
H -6.68487 1.34247 0.35206
H -4.98137 0.11942 1.63739
H -3.79793 -2.03834 1.74311
H -2.18410 -2.71172 2.09642
H -2.71287 -2.52735 0.41697
H -3.41916 -0.05047 3.45345
H -2.31471 1.33168 3.28742
H -1.70223 -0.21482 3.88820
N -0.49885 2.82975 1.61571
C 0.55957 3.36117 2.46928
C 1.96133 2.96803 1.98440
C 2.32994 1.50729 2.24513
O 3.30985 1.27039 2.97270
O 1.56444 0.64876 1.71318
H -0.44161 3.19058 0.67301
H -1.42569 3.00431 1.97539
H 0.40959 2.97010 3.47970
H 0.52312 4.45569 2.54467
H 2.70107 3.58480 2.49180
H 2.02548 3.15096 0.90524
C 3.02267 -3.03909 2.19843
C 2.52811 -2.04042 3.24653
C 1.03564 -2.02094 2.95686
O 0.90434 -2.23611 1.55095
C 2.16265 -2.64499 1.00436
H 2.80523 -4.06648 2.51019
H 4.08996 -2.95664 1.98134
H 2.94207 -1.04636 3.05697
H 2.74796 -2.33451 4.27488
H 0.57135 -1.06518 3.20076
H 0.51154 -2.82453 3.49031
H 2.60187 -1.80382 0.46694
H 1.98720 -3.45885 0.29807
Br 2.03527 -5.30429 -3.68062
C 2.56185 -3.46827 -3.82324
C 3.39894 -3.11025 -4.85881
C 3.77230 -1.78086 -4.95960
C 3.31212 -0.84644 -4.03587
C 2.48083 -1.22763 -3.00277
C 2.09559 -2.55468 -2.89184
C 2.00642 -0.18654 -1.97605
O 2.30702 0.98778 -2.19633
O 1.32549 -0.67380 -1.03693
H 3.75211 -3.85037 -5.56386
H 4.42536 -1.47608 -5.76892
H 3.58615 0.19920 -4.09586
H 1.44073 -2.83394 -2.07658
```

## Properties
Energy (eV): -160595.0444
2S+1: 4
Frontier orbital gap (alpha / beta) (Eh): 0.141 / 0.202
Net charge: -2

---

Record 4
The following is a quantum chemistry calculation of a 2-piece molecular cluster, C3H9FN3 overall in a non-equilibrium geometry, from OMol25.

Structure (XYZ):
```
16
C3H9FN3, DFT ωB97M-V/def2-TZVPD
C -0.95350 0.05873 1.45207
C 0.31664 0.46575 1.30616
C 0.57587 -0.14186 -1.05895
N -1.29703 -1.24978 1.72746
N -0.24808 0.66848 -1.71013
N 1.89510 0.02258 -1.08274
F 1.32488 -0.48740 1.47274
H -1.68401 0.95237 1.41936
H 0.55448 1.42731 1.23179
H 0.08110 -0.93212 -0.64588
H -2.25478 -1.34380 1.70761
H 0.20137 0.97755 -2.55814
H -1.23455 0.69831 -1.76130
H 2.32001 0.78533 -1.53731
H 2.59666 -0.52271 -0.54071
H -0.74083 -1.96617 1.30268
```

## Properties
Energy (eV): -10436.6618
Frontier orbital gap (Eh): 0.316
Relative energy (zero: lowest compared OMol25 entry of this formula, charge and spin) (kcal per mole): 26.5
Net charge: +1

---

Record 5
The following is a quantum chemistry calculation of a 2-piece molecular cluster, C3H3FO2 overall in a non-equilibrium geometry, from OMol25.

Structure (XYZ):
```
9
C3H3FO2, DFT ωB97M-V/def2-TZVPD
C 1.22625 1.06838 0.31760
C 1.20019 0.82887 2.54127
C -0.19937 0.81012 0.19173
O 2.20411 1.30711 -0.26670
O 1.02981 -0.16244 3.12358
F 1.41414 2.03247 3.16367
H -0.80425 1.57551 0.63887
H -0.47857 0.05877 0.80079
H -0.68375 0.74743 -0.81577
```

## Properties
Energy (eV): -9969.5723
Frontier orbital gap (Eh): 0.354
Relative energy (zero: lowest compared OMol25 entry of this formula, charge and spin) (kcal per mole): 45.8

---

Record 6
The following is a quantum chemistry calculation of a 3-piece molecular cluster, CH7NO4 overall, from OMol25.

Structure (XYZ):
```
13
CH7NO4, DFT ωB97M-V/def2-TZVPD
N 1.44428 -0.07088 0.67174
C 0.11436 0.09615 0.92419
O -0.65993 -0.98736 0.69224
O -0.36933 1.09879 1.39130
H 2.07824 0.70455 0.70840
H 1.79570 -0.96528 0.38190
H -0.11806 -1.60984 0.18962
H 0.20385 -2.01813 -2.35933
H 0.60988 -0.55142 -1.81148
O 0.80619 -1.51018 -1.80058
H -2.17534 1.54626 -1.18940
H -1.14294 1.71256 -0.08164
O -1.23608 1.47000 -1.03320
```

## Properties
Energy (eV): -10831.5427
SMILES: NC(=O)O.O.O
Frontier orbital gap (Eh): 0.406
Relative energy (zero: lowest compared OMol25 entry of this formula, charge and spin) (kcal per mole): 7.8

---

Which of these has the lowest energy?
C24H34BrCoNO5Si2